{"formula": "C27H29BrCaN5OS", "method": "ωB97M-V/def2-TZVPD", "relative_energy_kcal_mol": 18.79, "homo_lumo_gap_ha": 0.24123, "mol_weight_g_mol": 591.6, "homo_ev": -9.75, "lumo_energy_ev": -3.18, "total_charge": 1, "symbols": ["Ca", "Br", "C", "C", "C", "C", "O", "C", "C", "N", "C", "C", "C", "C", "C", "C", "C", "C", "N", "C", "C", "H", "H", "H", "H", "H", "H", "H", "H", "H", "H", "C", "C", "C", "C", "C", "C", "C", "C", "C", "C", "H", "H", "H", "H", "H", "H", "H", "H", "H", "H", "H", "H", "H", "H", "N", "N", "C", "N", "S", "H", "H", "H", "H", "H"], "positions_angstrom": [[0.249, -0.557, -0.180], [0.709, 1.146, -7.648], [0.341, 0.554, -5.902], [-0.967, 0.198, -5.553], [-1.270, -0.243, -4.289], [-0.280, -0.335, -3.294], [-0.573, -0.763, -2.112], [1.048, 0.025, -3.652], [2.194, -0.035, -2.766], [2.163, -0.279, -1.509], [3.347, -0.241, -0.723], [4.480, 0.458, -1.055], [5.622, 0.472, -0.222], [5.628, -0.213, 0.953], [4.468, -0.933, 1.353], [4.439, -1.674, 2.557], [3.322, -2.366, 2.905], [2.210, -2.289, 2.044], [2.185, -1.606, 0.930], [3.320, -0.936, 0.540], [1.337, 0.456, -4.958], [-1.746, 0.263, -6.297], [-2.280, -0.527, -4.039], [3.153, 0.148, -3.264], [4.506, 1.024, -1.975], [6.492, 1.030, -0.534], [6.497, -0.222, 1.590], [5.318, -1.694, 3.183], [3.270, -2.958, 3.804], [1.296, -2.809, 2.304], [2.356, 0.711, -5.212], [-3.660, 2.487, 1.277], [-3.295, 1.241, 2.067], [-4.387, 0.916, 3.083], [-3.035, 0.035, 1.199], [-2.150, -0.957, 1.610], [-2.006, -2.143, 0.894], [-2.725, -2.374, -0.273], [-2.541, -3.633, -1.052], [-3.609, -1.380, -0.680], [-3.764, -0.212, 0.038], [-3.632, 3.364, 1.924], [-4.674, 2.429, 0.889], [-2.990, 2.655, 0.439], [-2.369, 1.435, 2.629], [-5.320, 0.687, 2.574], [-4.569, 1.759, 3.744], [-4.127, 0.058, 3.694], [-1.614, -0.842, 2.553], [-1.358, -2.924, 1.284], [-1.536, -3.683, -1.473], [-3.240, -3.691, -1.882], [-2.686, -4.514, -0.428], [-4.185, -1.527, -1.580], [-4.468, 0.527, -0.315], [1.118, 0.749, 2.321], [0.639, 2.054, 2.541], [0.202, 2.824, 1.501], [-0.120, 4.082, 1.827], [0.077, 2.294, -0.084], [0.817, 0.155, 3.095], [2.140, 0.753, 2.288], [0.892, 2.500, 3.425], [-0.152, 4.402, 2.781], [-0.509, 4.669, 1.109]], "atomic_forces_ev_per_a": [[-0.518, 0.215, 0.597], [0.082, 0.072, -0.189], [0.199, -0.099, 0.488], [-0.011, -0.031, 0.008], [0.048, 0.150, -0.346], [0.183, -0.186, 0.275], [-0.201, -0.035, -0.025], [0.666, 0.081, 0.098], [-0.428, 0.048, -0.712], [0.464, -0.108, 0.938], [-0.278, -0.086, -0.013], [0.106, 0.015, 0.071], [-0.243, -0.056, -0.119], [-0.341, -0.143, 0.023], [0.456, 0.170, -0.001], [0.093, 0.066, -0.061], [-0.226, -0.033, -0.147], [-0.067, -0.135, 0.248], [0.306, 0.143, -0.453], [-0.096, -0.083, -0.325], [-0.396, 0.026, -0.446], [-0.073, 0.016, -0.084], [-0.075, -0.031, 0.087], [-0.069, -0.035, 0.049], [0.003, 0.053, -0.021], [0.062, 0.047, -0.027], [0.139, -0.010, 0.113], [0.129, 0.026, 0.068], [-0.006, -0.055, 0.082], [-0.064, -0.065, 0.049], [0.085, 0.044, -0.083], [-0.033, 0.193, 0.077], [0.278, 0.032, 0.129], [-0.053, -0.027, 0.004], [-0.066, -0.183, -0.045], [0.082, -0.023, 0.272], [0.168, -0.053, 0.110], [-0.041, 0.217, 0.049], [0.043, -0.196, -0.202], [0.151, -0.163, -0.029], [0.066, 0.202, 0.082], [0.016, 0.031, 0.036], [-0.136, -0.060, -0.072], [0.168, 0.021, -0.116], [-0.055, 0.028, -0.107], [-0.126, -0.036, -0.090], [-0.002, 0.166, 0.098], [0.068, -0.160, 0.100], [-0.060, 0.051, -0.090], [0.037, -0.034, -0.016], [0.028, -0.001, -0.019], [-0.046, 0.006, -0.029], [0.000, -0.047, 0.057], [-0.090, -0.034, -0.142], [-0.085, 0.078, -0.039], [-0.138, 0.168, 0.054], [0.082, 0.087, 0.233], [0.145, -0.339, 0.213], [-0.023, -0.027, 0.097], [-0.061, 0.066, 0.015], [0.082, 0.218, -0.218], [-0.224, -0.013, 0.012], [-0.137, -0.151, -0.525], [0.014, 0.013, -0.035], [0.019, -0.008, -0.003]], "lowdin_charge": [1.231, 0.751, -0.708, -0.107, -0.002, -0.375, -0.283, -0.129, -0.067, -0.033, -0.193, 0.002, -0.047, -0.023, -0.153, 0.004, -0.035, -0.144, -0.010, -0.177, -0.087, 0.104, 0.114, 0.127, 0.113, 0.115, 0.117, 0.126, 0.113, 0.112, 0.107, -0.078, -0.397, -0.052, -0.217, -0.096, -0.106, -0.289, -0.034, -0.014, 0.001, 0.081, 0.081, 0.059, 0.120, 0.090, 0.082, 0.080, 0.113, 0.115, 0.084, 0.084, 0.088, 0.121, 0.119, 0.013, -0.083, -0.868, 0.109, 0.654, 0.099, 0.098, 0.158, 0.116, 0.105]}

=====

{"formula": "C6H15N", "method": "ωB97M-V/def2-TZVPD", "relative_energy_kcal_mol": 70.70, "homo_lumo_gap_ha": [0.41471, 0.21039], "mol_weight_g_mol": 101.2, "homo_ev": [-14.57, -14.56], "lumo_energy_ev": [-3.28, -8.83], "multiplicity": 2, "total_charge": 1, "symbols": ["C", "C", "C", "C", "C", "C", "N", "H", "H", "H", "H", "H", "H", "H", "H", "H", "H", "H", "H", "H", "H", "H"], "positions_angstrom": [[-0.808, 0.844, 1.681], [0.537, 0.282, 1.133], [0.549, -0.130, -0.317], [0.344, 1.059, -1.332], [-0.602, -1.057, -0.458], [-0.798, -2.088, -1.525], [1.806, 1.010, 1.426], [-0.956, 0.842, 2.775], [-0.914, 1.899, 1.763], [-1.743, 0.363, 1.361], [0.882, -0.546, 1.860], [1.557, -0.624, -0.437], [-0.579, 1.596, -0.990], [1.193, 1.754, -1.438], [0.244, 0.587, -2.338], [-0.562, -1.740, 0.495], [-1.637, -0.385, -0.443], [-1.797, -2.680, -1.550], [0.120, -2.739, -1.672], [-0.780, -1.598, -2.531], [2.202, 1.465, 0.536], [1.744, 1.886, 2.001]], "atomic_forces_ev_per_a": [[-0.103, 0.115, 2.440], [1.656, 0.889, 1.632], [1.252, 0.222, -1.167], [0.073, -0.588, 0.501], [-3.893, -1.553, 2.538], [0.697, -0.604, -3.391], [-2.701, 4.172, -2.495], [0.753, -1.362, 0.157], [0.198, 1.375, -1.699], [0.873, 0.091, -0.495], [-0.936, -0.385, -0.727], [-1.030, 0.187, -0.430], [0.790, -0.307, -0.770], [-0.249, -0.115, 0.296], [-0.305, 0.527, 0.779], [-0.581, 1.442, -1.152], [2.658, -1.789, 0.142], [1.946, 1.000, 0.691], [-1.250, 0.193, 0.741], [-0.337, -0.099, 0.538], [0.346, -1.883, 1.042], [0.144, -1.528, 0.829]], "lowdin_charge": [-0.017, -0.326, -0.387, -0.023, -0.304, -0.126, 0.289, 0.102, 0.078, 0.097, 0.220, 0.169, 0.102, 0.075, 0.100, 0.148, 0.168, 0.121, 0.098, 0.073, 0.172, 0.171]}

=====

{"formula": "C31H53AsN2O5Si3Tc", "method": "ωB97M-V/def2-TZVPD", "relative_energy_kcal_mol": 0.00, "homo_lumo_gap_ha": [0.26831, 0.22832], "mol_weight_g_mol": 791.0, "homo_ev": [-13.06, -13.28], "lumo_energy_ev": [-5.76, -7.07], "multiplicity": 4, "total_charge": 2, "symbols": ["Tc", "C", "O", "C", "C", "O", "C", "C", "O", "C", "H", "H", "H", "H", "H", "H", "H", "H", "H", "H", "H", "H", "H", "H", "O", "N", "N", "O", "C", "C", "C", "C", "C", "C", "H", "H", "H", "H", "H", "C", "Si", "C", "C", "As", "Si", "C", "C", "C", "Si", "C", "C", "C", "H", "H", "H", "H", "H", "H", "H", "H", "H", "H", "H", "H", "H", "H", "H", "H", "H", "H", "H", "H", "H", "H", "H", "H", "H", "H", "H", "C", "C", "C", "C", "C", "C", "C", "C", "C", "C", "H", "H", "H", "H", "H", "H", "H"], "positions_angstrom": [[-0.241, 0.907, 0.434], [-3.469, 1.729, -0.374], [-2.641, 1.140, 0.642], [-2.909, 1.691, 1.931], [-2.023, 0.948, 2.882], [-0.624, 1.257, 2.635], [-0.072, 2.264, 3.558], [0.205, 3.601, 2.938], [1.285, 3.447, 2.061], [1.707, 4.669, 1.473], [-4.512, 1.470, -0.189], [-3.157, 1.325, -1.330], [-3.358, 2.816, -0.369], [-3.959, 1.547, 2.202], [-2.693, 2.764, 1.928], [-2.127, -0.122, 2.729], [-2.275, 1.176, 3.916], [0.851, 1.850, 3.961], [-0.785, 2.368, 4.373], [0.455, 4.289, 3.757], [-0.678, 4.001, 2.423], [1.995, 5.391, 2.242], [0.910, 5.099, 0.858], [2.568, 4.444, 0.848], [-0.595, 2.908, 0.112], [-0.706, 3.296, -1.116], [-0.677, 2.350, -1.928], [-0.577, 1.078, -1.490], [-0.765, 2.546, -3.364], [-0.918, 1.430, -4.168], [-1.001, 1.612, -5.540], [-0.933, 2.886, -6.081], [-0.785, 3.991, -5.249], [-0.699, 3.833, -3.878], [-0.987, 0.444, -3.739], [-1.124, 0.752, -6.184], [-0.998, 3.023, -7.152], [-0.732, 4.986, -5.670], [-0.575, 4.687, -3.226], [-3.894, -1.813, 1.581], [-2.735, -2.351, 0.231], [-3.193, -1.640, -1.431], [-2.789, -4.197, 0.172], [-0.469, -1.596, 0.613], [0.304, -2.606, 2.683], [-0.331, -4.344, 2.728], [2.154, -2.590, 2.749], [-0.424, -1.663, 4.105], [0.759, -2.860, -1.086], [2.546, -2.633, -0.645], [0.411, -4.677, -1.199], [0.199, -2.082, -2.672], [-4.828, -2.367, 1.448], [-4.133, -0.752, 1.542], [-3.515, -2.063, 2.575], [-4.215, -1.250, -1.409], [-3.157, -2.421, -2.194], [-2.524, -0.837, -1.746], [-3.814, -4.463, -0.108], [-2.579, -4.659, 1.136], [-2.123, -4.627, -0.572], [-0.257, -4.861, 1.774], [-1.367, -4.387, 3.068], [0.281, -4.896, 3.450], [2.564, -3.488, 2.284], [2.448, -2.595, 3.804], [2.614, -1.725, 2.274], [-1.515, -1.690, 4.108], [-0.091, -0.624, 4.136], [-0.083, -2.149, 5.025], [2.898, -3.518, -0.112], [2.738, -1.757, -0.029], [3.141, -2.533, -1.559], [0.252, -5.197, -0.258], [1.313, -5.102, -1.653], [-0.427, -4.892, -1.862], [0.192, -0.998, -2.621], [-0.809, -2.424, -2.917], [0.865, -2.387, -3.486], [4.658, 0.860, -2.804], [3.286, 0.845, -3.117], [2.340, 0.821, -2.126], [2.701, 0.810, -0.760], [1.777, 0.755, 0.347], [2.260, 0.710, 1.641], [3.633, 0.783, 1.929], [4.524, 0.850, 0.900], [4.088, 0.843, -0.452], [5.044, 0.863, -1.495], [5.396, 0.877, -3.594], [2.973, 0.853, -4.154], [1.300, 0.803, -2.397], [1.579, 0.593, 2.473], [3.968, 0.778, 2.958], [5.588, 0.901, 1.101], [6.095, 0.878, -1.231]], "atomic_forces_ev_per_a": [[0.226, 0.649, 0.370], [0.047, 0.059, 0.058], [-0.051, 0.038, -0.060], [-0.049, -0.013, -0.029], [0.060, 0.000, 0.099], [-0.197, 0.189, -0.286], [-0.004, -0.095, 0.099], [0.052, 0.045, -0.096], [0.084, -0.003, 0.035], [-0.063, 0.001, -0.023], [-0.007, -0.012, 0.010], [-0.005, -0.055, -0.028], [-0.001, -0.001, 0.008], [-0.014, -0.050, -0.042], [-0.020, 0.025, 0.002], [-0.041, -0.052, -0.030], [0.065, -0.004, 0.030], [0.028, -0.054, -0.046], [-0.001, -0.004, 0.008], [-0.022, 0.022, 0.016], [0.015, 0.012, -0.012], [0.008, -0.009, -0.001], [0.000, 0.004, 0.005], [-0.005, -0.011, 0.005], [0.231, 0.398, -0.394], [-0.051, -0.113, 0.447], [0.002, -0.172, -0.496], [-0.060, -0.084, 0.036], [-0.018, -0.049, 0.189], [-0.050, -0.010, -0.004], [-0.001, 0.001, -0.015], [-0.002, 0.047, 0.011], [-0.004, 0.004, -0.065], [0.053, 0.087, 0.083], [0.011, -0.063, 0.013], [0.003, 0.010, 0.010], [0.004, 0.001, 0.031], [-0.002, -0.022, 0.004], [-0.001, -0.037, -0.022], [-0.051, 0.086, 0.141], [0.082, 0.135, -0.008], [-0.061, 0.096, -0.132], [0.044, -0.182, -0.001], [-0.093, -1.112, -0.003], [-0.092, 0.111, -0.099], [-0.095, -0.130, 0.024], [0.196, 0.017, -0.069], [-0.008, 0.129, 0.197], [0.037, 0.314, 0.074], [0.177, 0.070, -0.041], [-0.128, -0.162, 0.065], [-0.003, 0.044, -0.190], [0.032, 0.024, 0.010], [-0.004, 0.003, 0.030], [-0.040, 0.007, -0.001], [0.036, -0.018, -0.028], [-0.012, 0.031, 0.007], [-0.028, 0.016, -0.009], [0.034, -0.017, 0.013], [-0.033, -0.021, -0.022], [-0.026, -0.028, -0.001], [0.016, -0.052, -0.006], [0.017, -0.027, -0.015], [-0.052, 0.010, -0.010], [0.000, 0.039, 0.031], [0.021, -0.034, -0.041], [0.006, -0.045, 0.062], [0.039, -0.021, 0.040], [-0.006, -0.058, 0.046], [-0.033, 0.026, -0.020], [0.035, 0.049, -0.009], [0.049, 0.009, -0.012], [-0.016, -0.023, 0.037], [0.038, -0.028, 0.033], [-0.054, -0.020, -0.013], [0.031, -0.023, 0.014], [0.049, 0.056, -0.035], [0.035, 0.011, -0.018], [-0.043, 0.022, 0.030], [-0.103, 0.010, -0.077], [0.096, -0.003, -0.035], [-0.023, 0.011, 0.083], [0.057, 0.120, 0.127], [-0.598, 0.074, -0.202], [0.238, -0.132, 0.054], [-0.103, -0.007, 0.072], [0.068, -0.007, -0.104], [0.062, 0.005, 0.023], [0.043, 0.004, 0.108], [-0.022, -0.006, 0.012], [0.000, -0.003, 0.025], [0.023, -0.050, -0.060], [-0.014, 0.010, 0.019], [0.012, -0.012, -0.014], [-0.015, -0.012, -0.020], [-0.033, 0.015, -0.006]], "lowdin_charge": [1.452, -0.049, -0.334, -0.174, -0.163, -0.308, -0.107, -0.214, -0.222, -0.065, 0.112, 0.077, 0.102, 0.148, 0.136, 0.069, 0.147, 0.134, 0.138, 0.149, 0.126, 0.100, 0.088, 0.098, -0.222, 0.089, -0.137, -0.291, -0.166, -0.011, -0.043, -0.042, -0.042, -0.002, 0.095, 0.119, 0.121, 0.121, 0.119, -0.189, 0.327, -0.201, -0.188, 0.864, 0.330, -0.194, -0.188, -0.199, 0.357, -0.191, -0.189, -0.202, 0.057, 0.015, 0.033, 0.048, 0.043, -0.006, 0.059, 0.026, 0.011, 0.010, 0.040, 0.058, 0.043, 0.056, 0.000, 0.029, 0.019, 0.059, 0.042, 0.001, 0.056, 0.021, 0.057, 0.037, -0.020, 0.032, 0.060, -0.047, -0.043, -0.045, -0.171, -0.245, -0.157, -0.054, 0.012, -0.159, -0.010, 0.118, 0.115, 0.060, 0.072, 0.123, 0.129, 0.125]}

=====

{"formula": "C4H11NOSn", "method": "ωB97M-V/def2-TZVPD", "relative_energy_kcal_mol": 7.36, "homo_lumo_gap_ha": 0.28583, "mol_weight_g_mol": 207.8, "homo_ev": -18.88, "lumo_energy_ev": -11.10, "total_charge": 2, "symbols": ["Sn", "C", "C", "C", "O", "C", "N", "H", "H", "H", "H", "H", "H", "H", "H", "H", "H", "H"], "positions_angstrom": [[-16.047, -8.486, -10.945], [-17.917, -12.498, -10.689], [-16.958, -11.377, -11.066], [-16.261, -11.683, -12.395], [-15.532, -10.509, -12.624], [-14.862, -10.385, -13.902], [-17.709, -10.096, -11.175], [-18.697, -12.683, -11.430], [-18.356, -12.229, -9.728], [-17.415, -13.461, -10.590], [-16.189, -11.318, -10.286], [-16.975, -11.785, -13.217], [-15.617, -12.555, -12.275], [-14.399, -9.401, -13.841], [-15.558, -10.328, -14.741], [-14.126, -11.161, -14.100], [-18.270, -9.922, -10.338], [-18.454, -10.184, -11.870]], "atomic_forces_ev_per_a": [[-0.232, -1.591, -1.383], [-0.032, -0.087, 0.386], [-0.562, -1.912, -0.628], [-0.808, 0.713, 0.790], [1.045, 1.516, 0.001], [0.123, 0.965, -0.315], [0.151, 1.076, 0.746], [-0.059, 0.400, -0.038], [-0.241, -0.368, 0.002], [0.233, 0.163, 0.192], [0.025, 0.351, 0.067], [-0.077, -0.437, 0.108], [0.001, -0.023, -0.184], [0.390, -0.202, -0.189], [-0.322, -0.274, 0.246], [-0.010, -0.093, 0.408], [0.006, -0.454, 0.327], [0.367, 0.259, -0.536]], "lowdin_charge": [1.723, -0.016, -0.430, -0.163, -0.372, -0.016, -0.090, 0.109, 0.100, 0.112, 0.143, 0.158, 0.164, 0.095, 0.112, 0.117, 0.109, 0.145]}